1.
65
Properties=species:S:1:pos:R:3:forces:R:3 method="wB97M-V/def2-TZVPD" orbital_gap_ev=5.449 relative_energy_kj_mol=344.5 e_lumo_ev=-1.100
C 3.7594 -3.3436 2.1585 0.0287 -0.2241 0.0439
C 3.5581 -1.8502 2.1624 -0.2648 0.0916 0.1299
O 2.1899 -1.5997 2.5364 0.7228 0.2192 -0.3690
C 1.8847 -0.2963 2.7555 -1.5072 0.8581 1.1711
C 0.5164 -0.1211 3.2150 1.2104 -1.9526 0.7542
C -0.1841 1.1773 3.2124 -0.0143 -0.5539 -1.3634
C -1.5384 1.0076 2.5062 0.3226 0.5414 0.1056
C -2.7523 1.0607 3.1781 -0.5911 -0.1157 -0.2330
C -3.9557 0.9767 2.4741 0.2046 0.0698 0.2706
C -3.9437 0.8348 1.0866 0.1643 -0.0787 0.0975
C -5.1931 0.8125 0.3680 -1.9812 -0.0765 -1.0678
N -6.2244 0.8026 -0.1866 2.1918 0.0307 1.1385
C -2.7178 0.7052 0.4168 0.4208 0.0064 0.0161
C -1.5199 0.7800 1.1302 -0.5282 0.1280 -0.2359
C 0.0060 -1.0670 4.1954 -0.1770 0.4229 -1.9647
O -1.1806 -1.3206 4.3998 0.3472 0.2887 0.7545
O 0.9963 -1.5958 4.9590 -0.5744 -0.5326 0.9294
C 0.5181 -2.4615 6.0063 0.2267 -0.0085 -0.4837
C 1.7356 -2.7798 6.8214 0.2880 -0.2993 0.2609
O 2.6848 0.6249 2.6094 0.4238 -0.0495 -0.5823
H 4.7861 -3.5572 1.8540 -0.0255 -0.0816 0.0060
H 3.6019 -3.7642 3.1572 -0.0032 0.0660 -0.1411
H 3.0801 -3.8442 1.4620 0.0680 0.1125 0.0858
H 4.2264 -1.3729 2.8926 -0.1264 0.0230 -0.2907
H 3.7397 -1.4302 1.1631 0.0321 0.0383 0.3194
H 0.4492 1.8772 2.6467 -0.3576 0.0299 0.1046
H -2.7966 1.1817 4.2590 -0.0328 -0.2083 -0.6256
H -4.9008 1.0394 3.0169 0.2294 -0.0473 -0.2473
H -2.7028 0.5560 -0.6638 -0.0370 0.0508 0.3193
H -0.5519 0.6730 0.6342 -0.3719 0.0291 0.0607
H -0.2497 -1.9475 6.6040 0.0801 -0.1909 -0.2487
H 0.0819 -3.3596 5.5448 -0.0408 0.2609 0.2813
H 1.4761 -3.4308 7.6569 0.0383 -0.0153 0.0384
H 2.4834 -3.2883 6.2055 -0.0686 0.0878 0.1044
H 2.1862 -1.8657 7.2200 -0.0233 -0.0853 -0.0372
C -2.7808 5.5024 5.5655 -0.0606 0.2594 -0.0800
C -3.1304 4.2032 4.8842 0.5205 -0.8844 0.0997
N -2.2182 3.0989 5.2733 0.3822 0.5323 0.3398
C -2.3841 2.5506 6.6529 -0.0415 0.1915 -0.9510
C -3.4506 1.4695 6.7125 -0.0975 -0.2817 0.3770
C -1.0012 3.0380 4.6322 -0.8104 0.7762 0.8255
C -0.3571 1.6599 4.6192 0.2609 1.0733 1.1854
N 0.9527 1.7848 5.3513 0.2825 -0.0861 -0.0715
C 1.9022 2.6137 4.8680 -0.1146 -0.2155 0.0919
C 3.1077 2.7629 5.5344 -0.0834 -0.0509 0.0231
C 3.3581 2.0262 6.6910 -0.3054 0.0970 -0.3444
C 2.3493 1.1988 7.1835 -0.3273 -0.1570 0.1720
C 1.1484 1.1070 6.5070 -0.0236 0.1403 -0.3553
O -0.4991 3.9935 4.0570 -0.2155 -0.6375 -0.2653
H -3.4612 6.2749 5.2003 0.1004 0.1041 0.1791
H -2.8886 5.4165 6.6511 0.0352 0.1657 -0.1258
H -1.7518 5.7752 5.3094 -0.2468 0.0375 0.1268
H -4.1403 3.8508 5.1349 0.1324 0.2193 -0.1101
H -3.0514 4.2936 3.7931 -0.0948 -0.0105 0.2794
H -1.4155 2.1683 7.0133 -0.3483 0.2474 -0.0776
H -2.6669 3.4009 7.2903 0.1902 -0.2552 -0.0935
H -3.8165 1.3960 7.7429 -0.0263 -0.1103 -0.1700
H -4.3060 1.7076 6.0663 0.2375 -0.0445 0.1614
H -3.0515 0.4851 6.4310 -0.1610 0.2326 -0.0776
H -0.9421 0.9283 5.1729 -0.0134 0.0527 0.0420
H 1.6284 3.1773 3.9802 0.1669 -0.2545 0.1769
H 3.8148 3.4756 5.1205 0.0088 -0.2724 0.1399
H 4.3121 2.1015 7.2042 -0.1678 0.0281 -0.0628
H 2.4452 0.6265 8.1079 0.1410 0.2313 -0.3388
H 0.2985 0.5217 6.8634 0.4056 0.0365 -0.1977

***

2.
122
Properties=species:S:1:pos:R:3:forces:R:3 method="wB97M-V/def2-TZVPD" orbital_gap_ev=10.513 relative_energy_kj_mol=20.6 e_lumo_ev=0.318
C 5.4510 3.4023 1.9476 -0.3247 -0.5160 1.0255
C 3.9260 3.5173 1.6176 1.3762 -2.8874 -0.4783
C 2.9220 2.7443 2.5406 2.3885 1.8408 -0.1735
O 2.0470 3.8823 2.7706 -2.3787 -2.1210 2.1150
C 2.5160 5.0853 2.4746 -0.1551 -0.1813 -0.6334
O 2.0090 6.1443 2.7596 0.8807 -1.4525 -0.4270
O 3.6010 4.8513 1.7256 0.4294 2.5996 -0.5580
H 6.0100 4.0733 1.2886 -0.0020 -0.5200 -0.2728
H 5.8160 2.3303 1.9636 -0.4114 1.2684 -0.4124
H 5.6930 3.8153 2.9676 -0.6592 -0.4193 -0.7207
H 3.6930 3.0703 0.6216 0.4990 1.0718 0.1082
H 3.5400 2.4463 3.4346 -1.4061 0.1888 -0.3273
H 2.5070 1.8553 2.0156 -0.3400 1.1068 0.6966
C -5.3100 0.8513 -1.8154 -0.6954 -0.1384 2.4451
C -4.0620 0.9633 -0.9324 -0.3023 0.0440 -1.1465
C -3.1550 2.1453 -1.1814 -2.3696 1.2456 -1.2147
O -2.7190 2.5023 0.0986 1.3399 0.5711 0.6080
C -3.5200 1.9863 1.0146 0.0740 0.0150 3.2053
O -3.3980 2.1363 2.2456 -0.5654 -0.4776 -3.8188
O -4.4530 1.2583 0.3856 -1.2801 0.1462 2.2530
H -5.9220 0.0383 -1.4214 0.1067 -0.2009 0.1641
H -5.1680 0.5863 -2.8084 0.8502 -0.1933 -1.8648
H -5.9820 1.7083 -1.7454 0.4477 0.3555 -0.0366
H -3.5470 0.0253 -0.8314 0.4558 -0.5863 -0.6808
H -3.7930 2.9763 -1.6104 0.5823 -0.5409 0.6015
H -2.3700 2.0393 -1.8694 1.3533 -0.5692 -0.5315
C -3.8500 -1.4357 -4.8274 1.2168 0.6787 -0.8644
O -3.3880 -2.6027 -4.1654 -0.0691 -0.8233 0.8846
C -2.6970 -2.4607 -3.0424 2.9929 8.1119 1.2373
O -2.2190 -1.2017 -2.6594 -2.6261 -6.6943 -1.8028
O -2.3860 -3.5507 -2.4534 -1.1833 -1.3988 -0.7194
C -1.3950 -3.6127 -1.4694 1.7693 0.9056 1.7883
H -4.7380 -1.0407 -4.4344 -1.0090 0.5461 1.4583
H -4.1840 -1.6867 -5.8164 0.4331 -0.7612 -0.5894
H -3.0700 -0.6597 -4.8984 -0.3351 -0.4201 0.2465
H -0.4580 -3.1977 -1.8704 -0.2335 -0.2483 0.1000
H -1.2180 -4.6277 -1.0844 -0.4432 0.0003 -0.9770
H -1.6050 -3.0527 -0.5404 -0.5308 0.1911 -0.7687
C -1.0700 4.6333 1.3326 -0.7041 -0.9261 1.0317
O -1.2200 4.7443 -0.0804 0.6054 0.5149 -1.1629
C -0.3510 4.1803 -0.8874 5.5624 -3.4566 1.3643
O 0.7810 3.4943 -0.5084 -6.2986 3.8825 -2.0765
O -0.7370 4.3313 -2.1714 0.0874 0.2895 1.2509
C 0.1220 3.8873 -3.2174 1.3298 -1.3049 1.1804
H -0.3730 5.3043 1.8186 0.3756 0.3983 -0.6171
H -0.7640 3.6143 1.5456 0.0025 -0.0498 0.2136
H -2.0700 4.8123 1.7776 0.5610 -0.1672 -0.5303
H -0.1570 4.2933 -4.1254 -1.1246 1.4442 -1.5305
H 0.0450 2.8193 -3.3804 0.0976 -0.3915 0.5306
H 1.1750 4.1373 -3.0744 -0.1843 -0.0517 0.4891
C -1.3160 -4.3477 2.4126 5.0804 0.4640 1.9876
O -1.4030 -2.9417 2.5236 -0.8765 1.8863 0.8865
C -2.1400 -2.4497 3.5276 -4.8476 -3.9920 5.4995
O -2.8850 -3.3007 4.3696 4.5443 5.2654 -5.0088
O -2.1490 -1.0977 3.6696 1.6307 -1.9666 -1.7517
C -2.7920 -0.4317 4.7416 -0.4770 -0.3797 1.1381
H -0.3610 -4.5977 1.8666 -0.8351 0.7114 0.3897
H -2.0280 -4.7917 1.9026 -4.0712 -1.5974 -2.3884
H -1.2060 -4.8207 3.3776 -0.2581 0.0895 0.3676
H -3.8160 -0.7167 4.7486 -0.8927 -0.2760 0.1486
H -2.7390 0.6423 4.7006 0.3398 0.3330 -1.2265
H -2.3700 -0.6297 5.7166 0.3472 -0.8225 0.1075
C -4.4930 -5.6897 0.1996 1.7035 0.5243 -1.0927
O -4.8220 -4.7417 1.1706 -0.1139 0.0082 2.6905
C -4.7380 -3.4507 0.9636 2.5370 -0.1570 -11.1988
O -4.3990 -3.0017 -0.3284 -1.4621 -1.9603 6.8354
O -5.0580 -2.7097 1.8926 -0.6803 0.2099 2.6534
C -4.9680 -1.3097 1.7636 -0.1601 0.5622 -0.0126
H -5.1610 -5.5767 -0.5694 -1.6152 0.3703 -2.1794
H -4.5550 -6.7187 0.4556 -0.2473 -0.5412 1.5635
H -3.5050 -5.5527 -0.2464 0.0534 0.3888 0.2971
H -5.2180 -1.0427 2.7536 -0.0761 1.0032 0.9685
H -5.6930 -0.8997 1.0876 -0.3939 -0.1592 -0.4565
H -3.9970 -0.9487 1.4746 0.4610 -0.2780 -0.0349
C 0.1360 -0.4307 -4.4844 -0.4964 -0.7580 -0.1169
O 1.3190 -0.1207 -5.2154 1.9402 0.5414 -0.5908
C 2.2200 0.5973 -4.5854 0.7111 2.7184 6.0827
O 2.0510 1.0643 -3.2734 1.1080 -2.5405 -7.8065
O 3.3660 0.8403 -5.3454 -3.2890 -0.9905 0.9697
C 4.3900 1.6413 -4.8004 1.2532 1.1963 -0.3457
H -0.4050 0.4793 -4.4064 -0.5884 0.7237 0.6672
H 0.4260 -0.8727 -3.5444 -0.2716 0.0754 0.3382
H -0.5030 -1.1237 -5.0614 0.8212 0.2105 0.0201
H 4.0810 2.2683 -3.9804 -0.6843 0.2647 0.0823
H 4.8360 2.3023 -5.6174 -0.7697 -1.0974 0.9362
H 5.1700 1.0253 -4.3644 0.1456 -0.3253 -0.3477
C -0.5980 -0.6867 0.9206 0.8401 -1.3264 1.6184
C -0.0180 0.3743 0.0396 -0.3153 -0.2830 -0.8362
C 1.5070 0.2493 -0.2204 -1.7530 -0.4381 -1.8044
C 1.7590 -0.9787 -1.0064 -0.1606 0.4439 1.1608
N 1.9430 -1.9617 -1.5634 0.0700 -0.5366 -0.4264
H -0.0470 -0.5507 1.8686 -0.4413 -0.2772 0.1283
H -0.3930 -1.7667 0.6666 -0.1847 1.2790 -0.2894
H -1.6660 -0.6017 1.1916 0.4768 0.1890 -0.4975
H -0.2880 1.3353 0.4706 0.4076 0.2280 -0.1526
H -0.4960 0.2913 -0.9294 -0.1477 0.3208 -0.4451
H 2.0920 0.2603 0.6566 0.7703 0.0199 0.9643
H 1.7740 1.0173 -0.9364 0.2551 0.6730 0.2792
C 2.2020 -0.7047 4.2446 -1.2058 0.7815 -0.0047
C 1.4800 -1.9887 3.8176 1.4134 0.6308 0.8432
C 2.0270 -2.6057 2.5456 -0.0473 -0.3853 -0.8042
C 3.3520 -3.2117 2.6856 0.5728 -0.1667 0.5119
N 4.4150 -3.6427 2.7966 -0.4916 0.1282 -0.1028
H 1.7110 0.1393 3.6946 1.0018 -0.3518 0.3582
H 3.2770 -0.7647 4.1416 0.1811 0.1352 -0.6468
H 2.0760 -0.5027 5.3176 -0.3926 -0.1104 -0.2260
H 0.4020 -1.8347 3.8096 0.2094 -0.2002 -0.1634
H 1.7810 -2.6877 4.5766 -0.5979 -0.7041 0.5659
H 2.1840 -1.9507 1.6856 -0.6093 0.3444 0.0739
H 1.3360 -3.3987 2.2596 0.1066 -0.0107 -0.3418
C 5.8040 1.2973 -1.5464 -1.4005 0.7087 -1.0741
C 4.8860 0.0773 -1.6674 -1.1836 1.2112 -0.9137
C 5.0340 -0.9377 -0.5844 1.0425 0.3281 0.2708
C 4.7140 -0.4067 0.7376 0.5450 -0.7636 -1.6545
N 4.4310 -0.0127 1.7626 -0.4904 0.8066 1.6905
H 6.8340 1.1183 -1.5264 1.7341 -1.0003 -0.5537
H 5.7460 1.9163 -0.6824 -1.0010 0.2774 1.1287
H 5.5930 1.9903 -2.3814 0.2432 -0.3445 0.3204
H 5.0370 -0.3957 -2.6524 0.2091 -0.0754 0.4513
H 3.8210 0.3693 -1.7184 0.5569 0.3212 -0.0362
H 6.0950 -1.1587 -0.6374 0.1678 -0.7925 0.5993
H 4.4120 -1.7907 -0.7584 -0.1372 -0.6841 -0.1261

***

3.
26
Properties=species:S:1:pos:R:3:forces:R:3 method="wB97M-V/def2-TZVPD" spin_multiplicity=3 orbital_gap_ev="6.476 / 7.584" total_charge=+1 s_squared=2.0334 relative_energy_kj_mol=414.8 e_lumo_ev="-2.710 / -6.634"
C 1.0467 -2.7312 -0.3567 0.9279 -2.6826 -3.3961
C 1.2057 -1.3863 -1.9234 0.7843 -1.6727 -4.4630
C 0.8073 1.5620 -1.5624 -0.9709 2.9237 -1.5235
C -1.9626 0.3631 -0.5525 0.3319 -1.2612 -1.0626
C -0.0187 0.4941 2.7543 -2.5571 1.9198 1.6280
C 0.6252 0.6824 -0.4067 -1.6320 -2.5550 -0.5483
C -0.8017 0.7542 0.3785 0.3296 1.0600 -2.2878
N 1.2461 -2.6564 -1.6775 0.4612 -1.1994 0.5105
N 0.6966 -1.5393 0.1680 -1.0680 3.0153 2.7107
N 0.9061 -0.6742 -0.8183 -1.2281 2.2766 4.9612
N -0.7576 -0.0897 1.6140 -2.4134 -0.9475 0.4413
H 0.9909 -3.5648 0.2350 0.1128 -2.1169 0.9436
H 1.4662 -0.9653 -2.8661 -0.0270 0.3787 -0.3841
H 0.1787 1.5044 -2.5387 0.7543 -0.6469 1.9430
H 0.4152 2.5018 -1.0537 1.3188 -0.0770 -1.4040
H 1.8864 1.5551 -1.8990 -1.1819 0.5488 0.6381
H -1.9305 -0.8195 -0.7412 -0.4989 2.7589 0.1273
H -2.9556 0.7912 -0.3178 0.3594 -0.9052 0.9029
H -1.8463 0.9671 -1.4892 0.5067 -1.0837 0.3289
H -0.3384 1.6557 2.8362 1.0803 -2.8157 -0.0775
H -0.2406 -0.0327 3.7446 0.0454 0.6818 -1.5685
H 0.9774 0.3197 2.5243 2.0840 0.3122 -0.1253
H 1.3783 0.8860 0.3053 0.8624 0.6339 1.0016
H -0.9165 1.8630 0.4919 0.1266 -0.9533 1.1267
H -0.3253 -1.0625 1.2400 0.3837 1.4707 0.0774
H -1.7330 -0.3781 1.9110 1.1080 0.9368 -0.5007

***

4.
4
Properties=species:S:1:pos:R:3:forces:R:3 method="wB97M-V/def2-TZVPD" spin_multiplicity=3 orbital_gap_ev="6.759 / 7.326" s_squared=2.0132 relative_energy_kj_mol=148.7 e_lumo_ev="1.208 / -3.022"
C 0.4747 0.1246 0.3610 6.6795 0.3499 9.6251
N -0.4403 -0.1289 -0.2630 -0.4885 2.0890 -7.8196
O -1.4658 -0.5361 -0.5716 -7.2857 -3.3265 -0.6196
H 1.4313 0.5404 0.4736 1.0946 0.8877 -1.1860